[1]
A molecular structure, C27H33ClN2O9OsP2S, computed with the ωB97M-V functional and the def2-TZVPD basis.

Output
LUMO level (alpha / beta) (eV): -1.984 / -1.853
Orbital gap (alpha / beta) (Ha): 0.226 / 0.235
HOMO (alpha / beta) (eV): -8.14 / -8.24

```
76
Properties=species:S:1:pos:R:3:forces:R:3
Os -0.311 0.594 0.980 0.389 0.010 -1.130
O 3.856 1.046 2.813 -0.040 0.034 0.298
P 2.340 0.655 2.546 0.211 0.015 -0.059
O 1.500 0.775 3.773 0.546 0.198 -0.132
O 1.864 1.352 1.290 -0.872 -0.095 0.405
O 2.464 -0.923 2.145 -0.254 -0.170 0.352
P 1.250 -1.894 2.596 0.322 -0.091 -0.086
O 1.229 -1.810 4.173 -0.235 0.006 -0.119
O 1.405 -3.268 2.103 0.058 0.079 0.119
O -0.046 -1.202 2.065 0.022 0.526 0.455
H 4.476 0.709 2.159 -0.072 0.000 -0.095
H 1.185 -0.849 4.401 0.187 -0.014 0.060
Cl -0.351 5.287 4.279 -0.005 -0.015 -0.002
C -0.824 3.632 4.131 -0.006 0.019 -0.009
C -1.392 2.958 5.197 0.001 -0.012 0.003
C -1.739 1.630 5.017 0.001 0.012 0.001
C -1.514 1.035 3.792 -0.022 0.003 -0.021
N -0.975 1.702 2.767 0.206 -0.358 0.136
C -0.619 2.975 2.933 0.028 0.030 -0.012
H -1.547 3.462 6.141 0.002 0.000 0.001
H -2.174 1.055 5.822 0.001 -0.002 0.000
H -1.751 -0.003 3.608 0.003 -0.002 -0.004
H -0.150 3.472 2.095 0.011 -0.010 -0.004
O 4.044 4.001 -4.714 0.005 -0.006 -0.010
C 2.764 3.658 -4.982 -0.004 0.022 0.006
O 2.355 3.692 -6.107 0.004 -0.012 0.000
C 1.918 3.255 -3.813 0.014 0.007 0.014
C 2.453 2.774 -2.621 -0.005 0.034 -0.002
C 1.630 2.387 -1.576 0.045 -0.005 0.028
C 0.251 2.504 -1.722 -0.032 0.033 0.023
S -0.924 2.086 -0.470 -0.066 0.096 0.088
C -0.291 2.988 -2.913 0.013 0.014 -0.006
C 0.538 3.349 -3.959 -0.015 0.002 0.011
H 4.191 4.032 -3.762 0.000 0.002 0.003
H 3.524 2.649 -2.500 -0.002 0.011 -0.003
H 2.042 1.990 -0.660 -0.012 0.025 -0.025
H -1.366 3.067 -3.016 -0.002 0.006 0.003
H 0.135 3.704 -4.898 0.000 -0.002 0.000
C -2.150 -3.844 1.717 -0.003 -0.019 0.016
N -1.220 -3.214 0.761 -0.090 0.003 -0.141
C -0.353 -4.216 0.106 -0.055 -0.117 -0.042
C -1.893 -2.335 -0.258 0.053 -0.067 0.074
C -2.779 -1.285 0.351 -0.064 0.010 0.005
C -4.144 -1.589 0.352 -0.017 -0.004 -0.028
C -5.099 -0.693 0.789 0.000 -0.008 -0.002
C -4.673 0.558 1.200 0.031 0.024 0.013
C -3.321 0.862 1.206 -0.002 -0.067 -0.009
C -2.312 -0.043 0.828 -0.003 0.034 -0.100
H -1.562 -4.409 2.436 0.003 -0.004 0.001
H -2.825 -4.506 1.176 -0.003 -0.003 0.013
H -2.718 -3.070 2.225 -0.008 -0.013 -0.002
H -0.619 -2.561 1.303 -0.025 -0.030 -0.037
H -0.972 -4.854 -0.525 -0.020 0.008 -0.012
H 0.161 -4.786 0.873 -0.014 0.018 -0.058
H 0.381 -3.684 -0.487 0.092 0.030 -0.088
H -2.479 -2.993 -0.903 0.010 -0.036 0.026
H -1.086 -1.890 -0.836 -0.009 -0.006 -0.007
H -4.460 -2.556 -0.027 -0.001 0.000 -0.002
H -6.149 -0.954 0.777 0.001 0.004 -0.004
H -5.390 1.310 1.506 0.002 -0.003 0.001
H -3.051 1.866 1.499 0.060 0.082 0.059
C 3.220 -0.937 -2.780 0.009 0.010 -0.001
C 1.719 -1.253 -2.829 0.086 0.246 -0.004
C 1.083 -0.526 -4.022 -0.024 -0.023 -0.021
C 1.532 -2.763 -2.999 -0.035 -0.014 0.072
C 1.087 -0.763 -1.586 0.113 -0.420 0.187
C 0.614 -0.371 -0.538 -0.494 0.008 -0.238
H 3.708 -1.277 -3.697 0.001 0.001 0.002
H 3.687 -1.432 -1.928 0.004 -0.007 -0.001
H 3.379 0.137 -2.680 0.007 -0.026 -0.008
H 1.552 -0.848 -4.955 0.000 0.002 0.003
H 1.207 0.552 -3.927 0.000 0.022 -0.011
H 0.014 -0.740 -4.080 0.009 -0.002 0.001
H 1.986 -3.084 -3.939 0.006 0.004 0.003
H 0.474 -3.026 -3.030 -0.018 -0.012 0.033
H 2.014 -3.307 -2.186 -0.028 -0.013 0.020
```
Forces are in eV/Å.


[2]
A molecular structure, C4H12NO2, computed with the ωB97M-V functional and the def2-TZVPD basis.

Output
Total charge: -1
LUMO level (eV): 3.787
Orbital gap (Ha): 0.277
HOMO (eV): -3.76

```
19
Properties=species:S:1:pos:R:3:forces:R:3
C 0.566 -0.875 -0.184 -2.498 -0.363 0.794
O 0.550 -1.895 0.738 0.632 0.528 1.268
C -0.255 0.379 0.355 1.040 -2.173 -0.198
C -0.535 1.217 -0.896 -0.527 1.926 1.707
C -0.389 2.721 -0.513 0.722 0.089 -0.929
N -1.407 -0.067 1.118 -1.267 -0.475 -0.031
H 1.443 -0.310 -0.502 1.112 -0.919 -0.235
H -0.020 -1.303 -1.033 0.551 0.844 -0.483
H 0.358 0.851 1.135 0.437 0.490 -0.765
H 0.116 1.102 -1.752 0.466 -0.770 0.078
H -1.542 0.950 -1.204 -0.202 0.218 -0.158
H 0.546 2.874 0.049 -0.181 -0.290 -0.021
H -1.174 3.140 0.098 -0.455 -0.038 0.095
H -0.231 3.350 -1.410 -0.478 -0.094 0.237
H -1.433 -1.097 1.101 0.209 0.372 -0.409
H -1.245 0.079 2.104 0.059 0.348 0.005
H 1.041 -2.957 0.456 0.646 0.671 -1.918
H 1.917 -4.350 0.552 0.298 -0.377 -0.224
O 1.695 -3.810 -0.214 -0.563 0.013 1.188
```
Forces are in eV/Å.


[3]
C2H4N2O2 in the gas phase, computed with the ωB97M-V functional and the def2-TZVPD basis.

Output
LUMO level (eV): 0.627
Orbital gap (Ha): 0.384
SMILES: C=NOC(N)=O
HOMO (eV): -9.82

```
10
Properties=species:S:1:pos:R:3:forces:R:3
C 0.400 -0.330 2.246 -2.407 -1.199 -5.319
N -0.510 -0.527 1.303 4.088 0.398 0.749
O 0.282 -0.513 -0.045 -1.411 1.543 1.185
C -0.547 0.170 -0.960 -6.277 -2.335 4.502
N 0.003 0.278 -2.147 4.260 3.406 -3.547
O -1.780 0.293 -0.618 4.698 0.740 -2.384
H 1.430 -0.254 2.007 0.851 0.383 -0.058
H 0.033 -0.524 3.174 -0.901 -0.024 2.728
H -0.466 0.962 -2.903 1.308 -2.221 2.724
H 1.154 0.443 -2.057 -4.208 -0.690 -0.581
```
Forces are in eV/Å.


Record order is preserved below.
ΔE to the lowest compared entry with this formula, charge and spin: 0.0, 23.6, 100.5 kcal per mole